This record from the Open Molecules 2025 dataset describes one molecule with the formula C16H17N5O3 in a non-equilibrium geometry. The level of theory is wB97M-V/def2-TZVPD.

Each atom is followed by the atoms it is bonded to, with distances in Å.
Element x y z (Å)
1 O 1.512 -5.271 0.062  C9 1.367, C23 1.413
2 O -0.704 -5.119 0.679  C16 1.372, C23 1.410
3 O 1.084 0.785 -3.574  C13 1.215
4 N -0.441 2.971 2.712  C12 1.342, C17 1.318
5 N -1.007 2.249 0.603  C11 1.443, C12 1.348, C18 1.442
6 N -1.338 4.470 1.097  C10 1.317, C12 1.341
7 N 0.493 0.994 -1.398  C13 1.362, C22 1.448, C24 1.450
8 N 1.484 -0.972 -2.203  C13 1.392, C21 1.399, H34 1.012
9 C 0.994 -4.093 -0.400  O1 1.367, C14 1.371, C16 1.396
10 C -1.292 5.437 1.991  N6 1.317, C19 1.388, H33 1.083
11 C -1.319 2.486 -0.786  N5 1.443, C24 1.531, H27 1.089, H32 1.095
12 C -0.914 3.260 1.490  N4 1.342, N5 1.348, N6 1.341
13 C 1.006 0.310 -2.459  O3 1.215, N7 1.362, N8 1.392
14 C 1.620 -3.105 -1.116  C9 1.371, C21 1.403, H39 1.077
15 C -0.489 -1.908 -1.119  C20 1.392, C21 1.391, H36 1.078
16 C -0.348 -3.998 -0.029  O2 1.372, C9 1.396, C20 1.372
17 C -0.406 3.957 3.586  N4 1.318, C19 1.388, H29 1.083
18 C -0.420 0.957 0.863  N5 1.442, C22 1.534, H31 1.089, H38 1.094
19 C -0.828 5.244 3.285  C10 1.388, C17 1.388, H26 1.076
20 C -1.110 -2.913 -0.382  C15 1.392, C16 1.372, H28 1.077
21 C 0.854 -1.984 -1.470  N8 1.399, C14 1.403, C15 1.391
22 C 0.828 0.766 -0.008  N7 1.448, C18 1.534, H25 1.088, H37 1.100
23 C 0.455 -5.921 0.738  O1 1.413, O2 1.410, H30 1.102, H41 1.102
24 C -0.056 2.315 -1.634  N7 1.450, C11 1.531, H35 1.098, H40 1.090
25 H 1.235 -0.233 0.130  C22 1.088
26 H -0.794 6.042 4.006  C19 1.076
27 H -1.713 3.497 -0.882  C11 1.089
28 H -2.150 -2.850 -0.113  C20 1.077
29 H -0.019 3.697 4.563  C17 1.083
30 H 0.739 -6.085 1.790  C23 1.102
31 H -0.157 0.907 1.920  C18 1.089
32 H -2.077 1.761 -1.102  C11 1.095
33 H -1.640 6.403 1.647  C10 1.083
34 H 2.088 -1.301 -2.944  N8 1.012
35 H 0.676 3.084 -1.355  C24 1.098
36 H -1.067 -1.058 -1.444  C15 1.078
37 H 1.584 1.503 0.300  C22 1.100
38 H -1.156 0.181 0.630  C18 1.094
39 H 2.656 -3.187 -1.399  C14 1.077
40 H -0.276 2.408 -2.698  C24 1.090
41 H 0.257 -6.893 0.260  C23 1.102

SMILES: O=C(Nc1ccc2c(c1)OCO2)N1CCN(c2ncccn2)CC1
Energy relative to the best compared isomer or geometry (same formula, charge and spin), kcal per mole: 0.0
HOMO level, eV: -7.9
Maximum force, Eh/bohr: 0.025